[1]
The following is a DFT calculation (ωB97M-V/def2-TZVPD) of a molecular structure, C9H12N8O3ReS.

```
! wB97M-V def2-TZVPD RIJCOSX def2/J DEFGRID3
* xyz 2 2
N -4.180 -1.235 1.363
N 3.025 -1.996 0.882
H -5.108 -0.969 1.070
N -1.971 0.991 -0.193
C 1.241 4.930 -0.220
O -0.501 -1.286 -1.658
H -0.136 6.393 -0.988
H -4.082 -1.995 2.014
C 0.382 2.723 0.034
C 2.416 -2.412 -0.227
H 2.391 3.273 0.533
O 0.647 -3.027 -2.330
C 0.007 5.361 -0.701
C -2.019 2.259 -0.420
H -3.012 2.690 -0.516
C -1.041 4.471 -0.795
C -3.120 -0.568 0.903
C -0.871 3.121 -0.439
N 2.445 -1.019 1.697
Re -0.273 -0.146 -0.007
N 0.511 -2.132 -1.579
H 2.290 -1.407 2.622
N 2.944 -3.366 -0.966
H 3.907 -2.418 1.147
S -1.510 -1.104 1.523
H -2.010 4.804 -1.143
N -3.215 0.385 0.049
H 2.487 -3.689 -1.807
O 0.615 1.413 0.404
C 1.438 3.612 0.154
H 3.814 -3.805 -0.702
N 1.255 -1.758 -0.539
H 2.060 5.631 -0.129
H 3.067 -0.220 1.758
*
```

The orbital gap (spin up / spin down) is 0.23292 / 0.23639 hartree. For the LUMO energy (spin up / spin down), the calculation gives -8.28 / -8.20 eV. The total energy comes out at -1489.72784 Ha. The value obtained for the HOMO energy (spin up / spin down) is -14.62 / -14.63 eV.

=====

[2]
The following is a DFT calculation (ωB97M-V/def2-TZVPD) of a gas-phase ion, C3H6N2 (charge +2) in a non-equilibrium geometry.

```
! wB97M-V def2-TZVPD RIJCOSX def2/J DEFGRID3
* xyz 2 1
H 2.413 0.608 0.118
H 0.818 -1.115 -0.269
H 1.458 1.484 0.942
N -1.769 -0.133 -0.363
N 1.638 0.520 0.742
C -0.716 0.117 0.313
H -3.915 -0.749 -0.839
C -2.820 -0.482 -0.684
H 1.642 -0.226 1.460
H 0.636 0.055 -1.258
C 0.613 -0.079 -0.163
*
```

The orbital gap (spin up / spin down) is 0.27958 / 0.27980 hartree. For the LUMO energy (spin up / spin down), the calculation gives -12.19 / -12.18 eV. The total energy comes out at -226.52599 Ha. The value obtained for the HOMO energy (spin up / spin down) is -19.80 / -19.79 eV. The value obtained for the energy relative to the best compared isomer or geometry (same formula, charge and spin) is 1.549 eV.

=====

[3]
The following is a DFT calculation (ωB97M-V/def2-TZVPD) of a molecular structure, C19H25MgN3SSi in a non-equilibrium geometry.

```
! wB97M-V def2-TZVPD RIJCOSX def2/J DEFGRID3
* xyz 0 1
H -3.638 -2.242 5.288
C 4.309 -1.386 -0.867
H -2.613 0.926 1.919
H 2.671 1.205 -2.388
C -2.951 -1.349 3.611
H -2.729 -0.113 0.656
C 0.322 3.740 -1.528
H 0.850 -2.353 -1.369
H 1.457 1.504 1.903
C 0.059 -2.501 -0.631
H 3.938 -2.063 1.171
C 0.092 4.608 -2.617
H -0.357 -0.302 0.137
H 1.212 -3.160 1.199
H -0.103 0.946 2.560
C -2.017 -2.689 0.343
C 3.655 -1.372 0.371
C 2.141 0.318 -0.489
H -0.243 2.304 -5.119
C 0.248 1.873 -3.052
H -0.309 4.770 -4.774
N -3.938 -1.772 4.439
C 3.987 -0.453 -1.862
H 5.097 -2.115 -1.036
S -1.331 -1.441 4.135
N -3.392 -0.884 2.389
Mg -0.482 -0.784 2.033
N -2.453 -0.053 1.643
H -4.891 -1.948 4.119
C -0.125 4.113 -3.913
C 0.262 -2.899 0.723
H 4.571 -0.402 -2.787
H 0.048 5.690 -2.468
C 0.330 2.349 -1.717
H -3.099 -2.801 0.469
H -0.384 0.132 -1.311
C -1.028 -3.050 1.328
C -1.337 -2.366 -0.857
C 2.906 0.424 -1.660
H 2.281 -0.344 1.627
H -0.001 2.411 1.589
H -4.362 -0.524 2.379
C 2.637 -0.446 0.588
Si 0.415 0.998 -0.378
H -1.243 -3.537 2.291
C 0.395 1.388 1.662
C -0.060 2.727 -4.123
H 0.548 4.175 -0.551
H 0.453 0.815 -3.282
H -1.800 -2.065 -1.796
*
```

The orbital gap is 0.18635 hartree. For the LUMO energy, the calculation gives -0.51 eV. The total energy comes out at -1790.84510 Ha. The value obtained for the HOMO energy is -5.58 eV. The value obtained for the energy relative to the best compared isomer or geometry (same formula, charge and spin) is 2.461 eV.

=====

[4]
The following is a DFT calculation (ωB97M-V/def2-TZVPD) of 6 unconnected molecules or ions with the total composition C5H24NO5S2 in a non-equilibrium geometry.

```
! wB97M-V def2-TZVPD RIJCOSX def2/J DEFGRID3
* xyz 1 1
H 1.603 -0.856 -3.006
C -0.528 -0.995 1.972
H 1.382 -0.125 -4.578
H 0.868 4.067 0.885
H -0.089 1.059 2.482
O -1.830 2.030 0.655
H -2.604 -0.630 2.027
H 0.928 -0.134 0.619
O -2.250 -2.830 -0.325
C 1.384 0.090 -3.509
H -1.836 0.284 0.895
H -0.669 -1.941 2.483
S 1.947 -2.085 1.374
H 3.417 1.669 1.900
H 1.432 -3.310 1.206
O 0.646 3.141 1.070
H 0.752 -0.109 3.474
H -0.154 1.613 -3.567
O -0.825 -1.759 -2.500
H 0.089 -1.525 -0.052
H -1.802 -2.595 -1.179
N -1.862 -0.664 1.338
H -0.921 0.189 3.781
H 1.496 2.656 1.021
H -0.404 -2.355 -3.135
H -2.080 -1.372 0.605
O 3.026 1.794 1.007
C -0.196 0.091 2.972
C 0.092 0.703 -3.017
H 3.771 1.958 0.437
S -1.358 -0.354 -3.257
C 0.504 -1.109 0.862
H -2.364 2.594 0.097
H 0.157 0.990 -1.969
H 2.233 0.741 -3.305
H -3.009 -3.371 -0.572
H -0.949 2.452 0.808
*
```

The orbital gap is 0.34974 hartree. For the LUMO energy, the calculation gives -2.39 eV. The total energy comes out at -1432.03215 Ha. The value obtained for the HOMO energy is -11.90 eV. The value obtained for the energy relative to the best compared isomer or geometry (same formula, charge and spin) is 0.000 eV.

=====

[5]
The following is a DFT calculation (ωB97M-V/def2-TZVPD) of a molecular structure, C28H50BCoN6O2 in a non-equilibrium geometry.

```
! wB97M-V def2-TZVPD RIJCOSX def2/J DEFGRID3
* xyz 1 2
H -2.585 -3.154 4.019
H -4.666 2.062 -3.668
C -0.653 -3.572 1.188
H -3.066 2.262 3.167
H -3.908 -2.654 1.886
H 0.339 -3.390 1.609
H -1.389 2.743 3.413
C -2.217 -0.602 3.051
C -0.540 3.289 -0.463
C -2.105 1.944 3.572
H -4.574 2.806 -0.542
Co 0.169 -0.140 -0.284
C 3.835 0.851 1.544
H 0.304 5.229 -0.670
H -0.672 -3.207 0.164
C -3.453 1.578 -1.953
C -2.151 2.020 -1.324
H 1.428 4.017 -0.037
H 0.167 4.678 1.000
C 2.686 2.617 3.060
H 1.888 -2.935 -2.185
C 1.359 1.506 -2.721
H 3.248 -2.445 1.234
H 3.672 2.753 3.497
H -0.818 -4.651 1.167
C -1.681 0.669 2.924
H 4.297 -1.814 -2.208
O 0.141 -2.094 -1.415
C 5.659 -0.665 -0.077
H 1.357 1.569 -3.808
H 1.995 2.336 3.854
H -0.839 -3.394 3.938
C 1.093 -3.157 -1.473
C -3.771 2.443 -3.173
H 6.245 -1.362 -0.679
C -3.417 0.113 -2.367
C 3.802 -1.001 -1.673
C -4.545 1.772 -0.889
H 4.122 -0.059 -2.124
C 3.974 -2.446 0.419
C -1.508 -1.422 2.173
N -0.563 -0.707 1.539
H -0.441 -2.616 -3.343
H -4.367 1.127 -0.026
H -3.013 -0.904 3.710
H -5.521 1.525 -1.309
H 1.458 -1.029 -3.583
H 0.584 -4.079 -1.763
H -1.936 -4.628 3.307
H 0.212 2.625 2.127
H 2.727 -1.089 -1.814
H -1.999 4.185 -1.836
N -0.437 2.027 0.006
H -3.143 -0.536 -1.532
C 3.348 -0.018 0.568
H 4.912 -2.823 0.824
C -1.778 -3.553 3.405
H 5.855 0.345 -0.439
H 6.019 -0.741 0.949
H 3.642 -3.163 -0.328
H -2.716 -0.037 -3.190
C 0.393 4.362 -0.019
H -3.312 -4.184 1.233
H -2.955 2.436 -3.897
B 0.210 1.649 1.444
C 2.752 1.567 2.003
H -2.229 1.800 4.645
C -1.621 3.326 -1.309
C 4.176 -1.034 -0.192
H 4.851 0.945 1.882
H 0.871 2.386 -2.309
O 0.605 0.362 -2.306
C 0.469 -0.662 -3.292
H -3.097 -2.686 0.318
H -0.019 -0.249 -4.180
H 2.382 1.429 -2.356
N -0.688 0.567 2.036
N 2.028 0.172 0.403
C -3.098 -3.118 1.322
N 1.678 1.152 1.323
C -1.744 -2.908 2.012
H 2.353 3.573 2.656
H 1.509 -3.268 -0.480
N -1.427 1.217 -0.551
H -4.403 -0.194 -2.717
H -1.393 -1.379 -2.507
H -3.968 3.479 -2.893
C -0.387 -1.743 -2.688
*
```

The orbital gap (spin up / spin down) is 0.30172 / 0.33549 hartree. For the LUMO energy (spin up / spin down), the calculation gives -3.28 / -2.36 eV. The total energy comes out at -2983.42490 Ha. The value obtained for the HOMO energy (spin up / spin down) is -11.49 / -11.49 eV. The value obtained for the energy relative to the best compared isomer or geometry (same formula, charge and spin) is 1.090 eV.

=====

[6]
The following is a DFT calculation (ωB97M-V/def2-TZVPD) of a molecular structure, C29H32N6O2 in a non-equilibrium geometry.

```
! wB97M-V def2-TZVPD RIJCOSX def2/J DEFGRID3
* xyz 0 1
C -4.304 0.290 0.445
C 3.014 -0.353 0.140
H 1.081 -5.139 -1.732
H 2.450 -5.014 -0.532
H -0.859 3.203 1.743
H -0.378 1.930 -1.671
N 1.040 -3.716 -0.182
H -2.049 -1.192 2.553
H -3.681 -1.922 1.959
C 3.265 4.988 -0.947
H 5.593 -0.090 2.567
C -1.632 0.736 -0.367
H -3.686 0.447 2.423
C -4.935 1.431 0.163
C 1.753 -4.528 -1.343
H -6.166 2.481 -1.090
H 6.344 -2.186 1.412
H 1.571 -2.871 -3.150
C 2.420 -1.951 -1.419
C 3.908 -0.053 1.133
H 2.897 5.979 0.777
H 1.201 4.422 1.506
H -4.274 2.222 0.507
C -1.148 1.219 1.936
H -1.380 1.311 2.853
H -7.239 0.357 -1.961
H -0.301 0.337 1.816
H 0.789 2.591 2.087
O -0.067 -2.437 1.796
C -5.791 1.592 -0.892
H -2.443 0.561 -1.136
N -2.145 0.862 0.945
H 3.566 1.080 1.578
N 1.923 0.192 -0.343
C -0.179 -3.296 -0.369
H 0.717 -0.661 -1.843
N 0.260 2.344 -0.024
C -0.728 -2.465 0.841
H 4.850 -3.371 -0.232
C -2.726 -1.384 1.835
H -0.977 -0.036 -0.371
H -4.671 -1.792 0.229
C -4.851 -0.906 0.160
H 1.541 2.131 -2.089
N -2.039 -1.909 0.694
C 2.683 4.062 -1.662
C 5.345 -1.806 0.985
H 4.113 5.682 -1.442
C -3.153 0.140 1.424
C -6.369 0.416 -1.229
C 2.430 5.381 0.199
N -5.944 -0.854 -1.064
C 1.637 -0.974 -1.303
C 4.532 -2.399 0.241
C 2.266 -3.212 -2.229
H -1.549 3.017 -0.527
C 3.501 -1.860 -0.283
C 5.023 -0.469 1.708
C 1.740 3.072 -1.458
C 1.536 4.427 0.539
C 1.180 3.316 -0.001
H 1.345 0.925 0.038
O -0.983 -3.418 -1.269
H 3.164 -3.521 -2.372
C -0.830 2.289 -0.731
H -2.628 -2.362 -0.021
H 3.211 3.884 -2.919
C -0.226 2.517 1.410
H 1.387 -3.508 0.666
*
```

The orbital gap is 0.28147 hartree. For the LUMO energy, the calculation gives 0.12 eV. The total energy comes out at -1602.50453 Ha. The value obtained for the HOMO energy is -7.54 eV. The value obtained for the energy relative to the best compared isomer or geometry (same formula, charge and spin) is 23.305 eV.

=====

[7]
The following is a DFT calculation (ωB97M-V/def2-TZVPD) of 15 unconnected molecules or ions with the total composition C3H36O15 in a non-equilibrium geometry.

```
! wB97M-V def2-TZVPD RIJCOSX def2/J DEFGRID3
* xyz 0 1
O 6.402 1.053 -0.909
H 1.177 5.065 -0.293
H -5.308 1.309 -0.539
H 2.066 5.759 -1.304
O 1.708 -2.755 -4.347
O 1.109 0.356 4.842
H -0.146 -4.196 -3.009
H 2.655 -2.633 -4.274
O -2.720 3.286 -4.628
H -6.368 2.071 0.229
H 3.636 2.579 1.692
H -1.324 0.633 -0.241
H -2.046 3.934 -4.424
H -3.559 -4.477 0.963
H -3.204 -0.876 3.873
H 0.316 2.070 -1.727
H -0.608 -5.573 -2.581
O -2.081 3.290 3.242
O 0.231 -3.287 4.433
H 1.989 2.033 -1.260
H -2.511 2.442 3.373
H 0.787 -0.532 4.684
H -3.249 3.232 -3.832
O -0.793 -4.642 -2.461
H -0.535 -0.670 -0.892
H 3.902 -3.807 0.978
H -1.839 3.615 4.112
H 3.296 -3.610 -0.395
H 1.608 0.147 0.249
C -0.478 -0.018 -0.020
O 4.574 2.606 1.884
H 1.287 0.611 -2.102
H 1.430 -2.094 -4.982
H -1.255 3.107 2.788
H 4.992 2.296 1.081
H 0.833 -3.671 3.795
C 1.106 1.405 -1.377
O -3.641 -4.605 0.018
O -3.444 0.050 3.841
H 5.758 0.476 -1.321
H -2.318 -1.352 -4.713
O 0.705 1.956 0.853
O 4.111 -3.503 0.095
O -5.585 2.196 -0.307
H 1.086 0.776 3.982
H 7.117 0.470 -0.655
H -0.220 -4.039 4.818
H -0.571 -0.672 0.847
O 1.659 5.878 -0.446
O -2.986 -1.641 -4.091
H -4.171 0.131 4.458
C 0.789 0.824 0.006
H -2.624 -2.438 -3.703
H -2.742 -4.567 -0.308
*
```

The orbital gap is 0.17808 hartree. For the LUMO energy, the calculation gives -1.47 eV. The total energy comes out at -1264.26504 Ha. The value obtained for the HOMO energy is -6.32 eV. The value obtained for the energy relative to the best compared isomer or geometry (same formula, charge and spin) is 6.613 eV.

=====

[8]
The following is a DFT calculation (ωB97M-V/def2-TZVPD) of a molecular structure, C8H20AuOSe2.

```
! wB97M-V def2-TZVPD RIJCOSX def2/J DEFGRID3
* xyz 1 1
H -2.782 -0.807 -1.877
Se 0.250 -2.704 1.370
C -0.726 -0.916 -2.503
C 1.156 1.106 3.591
H 0.938 2.154 3.397
H 3.093 -1.263 3.574
H 1.560 0.581 -2.548
Se 2.122 0.446 2.036
H -0.218 2.879 -1.556
C 0.746 2.385 -1.669
Au 0.344 -0.309 0.399
H 3.118 -1.814 1.903
C 0.599 1.087 -2.420
H 0.580 -1.711 3.641
H -1.406 -3.788 2.920
H -1.750 -2.037 2.773
H -1.773 -1.861 -0.872
H 1.180 2.224 -0.681
H 0.227 0.564 3.739
H -2.271 -2.390 -2.482
O -0.302 0.211 -1.708
C 2.488 -1.368 2.673
H 0.094 -1.638 -2.565
C 1.270 -2.222 2.971
C -1.964 -1.526 -1.893
C -1.473 -2.942 2.242
H 1.583 -3.149 3.448
H 0.168 1.264 -3.408
H 1.411 3.047 -2.223
H 1.803 1.021 4.460
H -2.202 -3.156 1.464
H -0.940 -0.550 -3.508
*
```

The orbital gap is 0.31645 hartree. For the LUMO energy, the calculation gives -2.94 eV. The total energy comes out at -5330.35768 Ha. The value obtained for the HOMO energy is -11.55 eV.